[1]
Density functional theory data (ωB97M-V/def2-TZVPD) for a 7-piece molecular cluster, C27H38FIN7O3PS overall.

Properties
Structure (SMILES): O=[PH2]N(CCCI)S(=O)(=O)F.c1cc[nH]c1.c1cc[nH]c1.c1cc[nH]c1.c1cc[nH]c1.c1cc[nH]c1.c1cc[nH]c1
Gap between HOMO and LUMO (eV): 6.2
Multiplicity: 1
Charge: 0
E_HOMO (eV): -8.051

XYZ file:
```
79
Properties=species:S:1:pos:R:3:lowdin_charge:R:1
O -4.07 6.14 2.17 -0.45
P -3.80 4.69 2.75 0.74
N -2.78 3.66 1.65 -0.39
C -1.45 4.38 1.61 -0.34
C -0.19 3.49 1.06 -0.26
C -0.03 2.02 1.79 -0.64
I -0.62 2.00 3.90 0.71
S -3.52 3.50 0.08 0.87
O -2.59 2.79 -0.98 -0.36
O -4.01 4.82 -0.56 -0.30
F -4.89 2.42 0.25 -0.24
H -2.95 4.90 3.94 0.04
H -4.98 4.00 3.22 0.04
H -1.14 4.87 2.64 0.11
H -1.58 5.29 0.86 0.15
H -0.17 3.36 -0.12 0.11
H 0.79 4.10 1.33 0.13
H 1.14 1.78 1.77 0.05
H -0.53 1.19 1.13 0.08
N 1.59 -0.17 -1.13 0.00
C 1.39 -1.34 -1.82 -0.14
C 2.19 -2.31 -1.26 -0.11
C 2.89 -1.71 -0.19 -0.11
C 2.50 -0.39 -0.13 -0.15
H 1.14 0.71 -1.33 0.11
H 0.70 -1.38 -2.65 0.10
H 2.26 -3.34 -1.59 0.10
H 3.61 -2.19 0.46 0.09
H 2.80 0.41 0.53 0.09
N -2.08 1.73 -3.51 0.01
C -0.74 1.43 -3.53 -0.15
C -0.44 0.91 -4.77 -0.12
C -1.64 0.91 -5.53 -0.11
C -2.63 1.42 -4.73 -0.13
H -2.57 2.12 -2.72 0.08
H -0.12 1.60 -2.67 0.08
H 0.54 0.58 -5.10 0.09
H -1.76 0.57 -6.55 0.09
H -3.68 1.59 -4.91 0.11
N 6.07 -1.58 -2.30 0.01
C 5.87 -2.74 -2.99 -0.13
C 6.67 -3.72 -2.43 -0.13
C 7.37 -3.11 -1.36 -0.11
C 6.98 -1.80 -1.30 -0.14
H 5.62 -0.69 -2.49 0.15
H 5.18 -2.78 -3.82 0.11
H 6.74 -4.74 -2.75 0.08
H 8.09 -3.59 -0.70 0.10
H 7.28 -0.99 -0.63 0.11
N 5.60 -6.62 -1.07 0.01
C 5.02 -7.06 0.09 -0.14
C 4.84 -8.42 -0.01 -0.12
C 5.33 -8.81 -1.28 -0.12
C 5.80 -7.68 -1.91 -0.15
H 5.85 -5.66 -1.27 0.09
H 4.78 -6.37 0.89 0.10
H 4.39 -9.06 0.74 0.09
H 5.35 -9.82 -1.69 0.09
H 6.26 -7.54 -2.88 0.10
N -3.57 -1.34 -2.47 0.01
C -4.72 -0.96 -1.83 -0.14
C -5.57 -2.04 -1.79 -0.12
C -4.91 -3.12 -2.43 -0.12
C -3.67 -2.66 -2.83 -0.14
H -2.77 -0.75 -2.65 0.13
H -4.83 0.05 -1.46 0.09
H -6.56 -2.05 -1.35 0.09
H -5.29 -4.12 -2.57 0.09
H -2.87 -3.16 -3.35 0.11
N -4.21 4.21 7.16 0.00
C -3.93 4.48 8.47 -0.14
C -4.14 5.83 8.68 -0.11
C -4.57 6.39 7.45 -0.11
C -4.61 5.36 6.53 -0.16
H -4.14 3.30 6.72 0.14
H -3.60 3.70 9.14 0.11
H -3.99 6.35 9.62 0.09
H -4.83 7.42 7.26 0.10
H -4.89 5.36 5.49 0.07
```


[2]
Density functional theory data (ωB97M-V/def2-TZVPD) for a 9-piece molecular cluster, C34H53IO27P overall.

Properties
Gap between HOMO and LUMO (eV): 4.5
Multiplicity: 1
Charge: -1
E_HOMO (eV): -2.772

XYZ file:
```
116
Properties=species:S:1:pos:R:3:lowdin_charge:R:1
O 5.41 2.32 6.02 -0.35
P 4.84 2.52 4.63 0.55
O 5.49 1.40 3.56 -0.17
O 5.20 4.05 4.12 -0.17
C 3.03 2.20 4.66 -0.46
C 2.18 3.48 4.27 -0.69
I 0.11 2.72 4.11 0.49
H 5.15 1.60 2.69 0.03
H 5.52 4.56 4.87 0.06
H 2.78 1.91 5.69 0.05
H 2.74 1.35 4.03 0.02
H 2.51 3.81 3.25 -0.08
C 3.62 6.21 -0.36 -0.02
C 3.34 4.79 0.06 -0.32
C 4.57 3.96 0.34 -0.09
O 4.11 2.63 0.07 0.05
C 3.10 2.74 -0.84 -0.56
O 2.63 1.82 -1.42 0.16
O 2.74 4.03 -1.00 0.09
H 2.71 6.67 -0.75 0.09
H 3.99 6.80 0.48 0.09
H 4.36 6.24 -1.16 0.08
H 2.66 4.78 0.91 0.16
H 4.92 4.06 1.37 0.13
H 5.40 4.18 -0.34 0.14
C 3.97 -2.04 -0.82 -0.01
C 3.91 -1.20 0.43 -0.34
C 4.19 -1.94 1.72 -0.09
O 3.44 -1.17 2.67 0.06
C 2.41 -0.61 1.99 -0.55
O 1.48 -0.05 2.48 0.10
O 2.57 -0.76 0.66 0.09
H 3.52 -1.49 -1.65 0.09
H 4.99 -2.31 -1.08 0.09
H 3.39 -2.96 -0.70 0.08
H 4.54 -0.32 0.33 0.15
H 5.25 -1.95 1.97 0.14
H 3.81 -2.96 1.72 0.14
C -0.58 -2.78 -2.67 -0.01
C 0.58 -3.16 -3.56 -0.32
C 0.28 -4.21 -4.59 -0.09
O 1.57 -4.81 -4.78 0.06
C 2.26 -4.64 -3.62 -0.57
O 3.30 -5.17 -3.37 0.16
O 1.61 -3.79 -2.79 0.07
H -0.24 -2.20 -1.82 0.10
H -1.32 -2.21 -3.22 0.07
H -1.07 -3.68 -2.27 0.08
H 1.01 -2.26 -4.01 0.16
H -0.10 -3.80 -5.52 0.14
H -0.41 -4.98 -4.23 0.13
C -1.60 -0.83 3.15 -0.03
C -2.27 -0.15 1.98 -0.32
C -3.77 -0.14 2.04 -0.09
O -4.12 -0.07 0.65 0.06
C -3.11 -0.63 -0.05 -0.55
O -3.16 -0.90 -1.21 0.15
O -2.04 -0.86 0.75 0.09
H -0.54 -0.98 2.94 0.06
H -1.69 -0.23 4.05 0.07
H -2.03 -1.82 3.34 0.09
H -1.87 0.86 1.86 0.14
H -4.17 0.71 2.58 0.14
H -4.19 -1.07 2.45 0.14
C -5.75 -0.01 -5.47 -0.02
C -5.53 -1.38 -4.86 -0.33
C -5.44 -1.38 -3.35 -0.09
O -4.62 -2.53 -3.11 0.06
C -3.84 -2.70 -4.20 -0.56
O -2.92 -3.45 -4.25 0.13
O -4.24 -1.90 -5.22 0.09
H -5.59 -0.05 -6.55 0.09
H -6.77 0.34 -5.28 0.09
H -5.05 0.72 -5.07 0.08
H -6.29 -2.08 -5.21 0.16
H -6.41 -1.48 -2.87 0.14
H -4.92 -0.50 -2.95 0.13
C -3.13 -6.53 -2.02 -0.01
C -2.19 -6.72 -0.85 -0.33
C -1.24 -7.87 -0.98 -0.10
O -0.98 -8.21 0.38 0.06
C -2.07 -7.83 1.10 -0.57
O -2.27 -8.13 2.23 0.17
O -2.91 -7.08 0.34 0.09
H -3.92 -5.83 -1.77 0.09
H -2.59 -6.16 -2.90 0.08
H -3.61 -7.48 -2.29 0.09
H -1.66 -5.78 -0.65 0.16
H -0.31 -7.61 -1.50 0.14
H -1.68 -8.74 -1.47 0.14
C -1.34 2.11 -5.43 -0.01
C -2.27 2.57 -6.53 -0.33
C -2.02 3.98 -7.01 -0.10
O -3.31 4.36 -7.50 0.06
C -4.23 3.65 -6.80 -0.57
O -5.39 3.85 -6.82 0.17
O -3.62 2.68 -6.06 0.07
H -1.71 1.19 -4.98 0.09
H -0.34 1.94 -5.81 0.09
H -1.29 2.85 -4.63 0.09
H -2.25 1.86 -7.36 0.16
H -1.28 4.03 -7.81 0.14
H -1.73 4.66 -6.21 0.14
C 0.07 4.23 10.18 -0.03
C 0.57 4.27 8.76 -0.34
C 1.43 3.10 8.36 -0.10
O 2.24 3.66 7.33 0.02
C 2.35 4.99 7.58 -0.56
O 3.09 5.73 7.03 0.16
O 1.48 5.36 8.56 0.07
H -0.35 5.19 10.47 0.08
H -0.69 3.46 10.30 0.09
H 0.89 4.02 10.88 0.08
H -0.26 4.40 8.07 0.16
H 0.85 2.26 7.98 0.14
H 2.09 2.75 9.16 0.14
```


[3]
Density functional theory data (ωB97M-V/def2-TZVPD) for C31H37Cl3GeN3O2Pt as an isolated structure.

Properties
Gap between HOMO and LUMO (spin up / spin down) (eV): 4.7 / 4.6
Multiplicity: 2
Charge: +2
Expectation value of S²: 0.778
E_HOMO (spin up / spin down) (eV): -13.969 / -13.950
Energy above the lowest of the compared OMol25 structures with the same formula, charge and spin (kJ/mol): 253.2

XYZ file:
```
78
Properties=species:S:1:pos:R:3:lowdin_spin:R:1
Pt 0.06 0.93 -0.40 0.00
C 1.95 -2.60 -0.20 0.00
C 2.04 -1.95 -1.59 0.00
C 0.68 -1.50 -2.10 0.00
C 3.08 -0.86 -1.64 0.00
C 4.11 -0.97 -2.55 0.00
C 5.19 -0.09 -2.57 0.00
C 5.24 0.92 -1.63 0.00
C 4.20 1.13 -0.73 0.00
C 4.20 2.37 0.11 0.00
C 5.33 2.22 1.14 0.00
C 4.40 3.65 -0.69 0.00
C 3.10 0.20 -0.69 0.00
N 2.11 0.30 0.24 0.00
C 2.35 0.19 1.59 0.00
O 3.44 -0.01 2.07 0.00
C 1.09 0.22 2.41 0.00
C 1.10 0.12 3.80 0.00
C -0.12 0.16 4.46 0.00
C -1.31 0.27 3.74 0.00
C -1.22 0.34 2.35 0.00
N -0.05 0.30 1.74 0.00
C -2.43 0.47 1.45 0.02
O -3.54 0.70 1.88 0.08
N -2.12 0.40 0.11 0.24
C -3.05 0.25 -0.85 0.15
C -2.91 0.97 -2.08 0.08
C -3.92 0.92 -3.02 0.03
C -5.09 0.20 -2.78 0.17
C -5.21 -0.55 -1.63 -0.01
C -4.18 -0.63 -0.71 0.15
C -4.21 -1.74 0.31 0.02
C -5.36 -1.52 1.30 0.02
C -4.41 -3.09 -0.40 0.01
C -1.79 1.96 -2.31 0.00
C -1.17 1.89 -3.70 0.00
C -2.31 3.36 -1.97 0.00
H 1.41 -3.54 -0.27 0.00
H 1.42 -1.97 0.51 0.00
H 2.94 -2.80 0.18 0.00
H 2.39 -2.74 -2.27 0.00
H 0.35 -0.54 -1.59 0.00
H -0.07 -2.26 -1.89 0.00
H 0.71 -1.32 -3.18 0.00
H 4.11 -1.81 -3.23 0.00
H 5.98 -0.21 -3.28 0.00
H 6.09 1.59 -1.61 0.00
H 3.24 2.45 0.64 0.00
H 6.31 2.13 0.68 0.00
H 5.15 1.33 1.75 0.00
H 5.33 3.11 1.77 0.00
H 5.43 3.73 -1.05 0.00
H 4.19 4.52 -0.07 0.00
H 3.73 3.68 -1.55 0.00
H 2.04 0.03 4.31 0.00
H -0.15 0.12 5.54 0.00
H -2.27 0.32 4.22 0.00
H -3.85 1.50 -3.92 0.00
H -5.88 0.19 -3.52 0.01
H -6.11 -1.13 -1.48 0.00
H -3.26 -1.77 0.85 0.00
H -6.32 -1.42 0.80 0.00
H -5.17 -0.61 1.87 0.00
H -5.42 -2.37 1.98 0.00
H -5.35 -3.14 -0.93 0.00
H -4.40 -3.89 0.34 0.00
H -3.60 -3.27 -1.10 0.00
H -0.93 1.71 -1.59 0.00
H -1.83 2.31 -4.45 0.00
H -0.92 0.87 -3.96 0.00
H -0.26 2.49 -3.71 0.00
H -3.22 3.55 -2.54 0.00
H -1.58 4.11 -2.24 0.00
H -2.55 3.44 -0.92 0.00
Cl 1.59 3.51 2.40 0.00
Ge 0.24 3.41 0.68 0.01
Cl 0.78 5.02 -0.65 0.01
Cl -1.68 3.87 1.59 0.00
```


[4]
Density functional theory data (ωB97M-V/def2-TZVPD) for a 5-piece molecular cluster, C28H66ClNO14P overall.

Properties
Gap between HOMO and LUMO (eV): 6.2
Multiplicity: 1
Charge: -1
E_HOMO (eV): -3.920

XYZ file:
```
111
Properties=species:S:1:pos:R:3:lowdin_charge:R:1
C 0.98 2.36 0.61 -0.11
C 1.30 0.96 1.14 -0.23
C 0.11 0.00 1.16 -0.27
O -0.52 -0.20 -0.08 -0.15
C -1.60 0.69 -0.38 -0.44
N -2.56 0.80 0.69 -0.31
P -4.06 0.87 0.22 0.36
O -4.81 1.75 1.42 -0.43
Cl -4.96 -1.06 0.78 -0.04
H -0.05 2.62 0.82 0.06
H 1.12 2.35 -0.47 0.06
H 1.66 3.10 1.01 0.06
H 2.17 0.52 0.65 0.09
H 1.59 1.08 2.18 0.09
H 0.52 -0.97 1.44 0.10
H -0.55 0.30 1.97 0.10
H -2.05 0.27 -1.29 0.08
H -1.22 1.67 -0.67 0.06
H -4.48 2.65 1.38 0.01
C 5.61 3.03 7.46 -0.12
O 4.24 2.70 7.46 -0.19
C 3.52 3.15 6.33 -0.19
C 2.73 2.06 5.63 -0.18
O 3.50 1.04 5.01 -0.12
C 4.23 0.12 5.81 -0.19
C 3.41 -0.81 6.68 -0.20
O 2.73 -0.13 7.73 -0.20
C 1.37 -0.47 7.88 -0.11
H 5.78 4.01 7.92 0.08
H 6.14 2.27 8.05 0.09
H 6.03 3.03 6.45 0.09
H 4.18 3.65 5.61 0.12
H 2.79 3.90 6.67 0.13
H 2.21 2.54 4.80 0.13
H 1.97 1.65 6.28 0.11
H 5.00 0.63 6.39 0.11
H 4.75 -0.51 5.09 0.13
H 4.10 -1.53 7.13 0.12
H 2.70 -1.36 6.05 0.12
H 0.90 -0.70 6.92 0.09
H 0.86 0.39 8.31 0.09
H 1.25 -1.33 8.55 0.08
C 1.80 -2.53 -0.94 -0.09
O 2.80 -3.50 -1.24 -0.19
C 4.11 -3.00 -1.31 -0.21
C 5.09 -3.75 -0.43 -0.19
O 4.86 -3.65 0.97 -0.12
C 3.73 -4.27 1.55 -0.18
C 3.71 -5.79 1.53 -0.20
O 3.59 -6.33 0.23 -0.19
C 4.49 -7.36 -0.08 -0.12
H 1.42 -2.07 -1.85 0.09
H 0.98 -3.04 -0.44 0.09
H 2.18 -1.75 -0.27 0.07
H 4.15 -1.93 -1.06 0.12
H 4.46 -3.10 -2.35 0.12
H 6.07 -3.29 -0.58 0.12
H 5.18 -4.79 -0.74 0.11
H 2.80 -3.87 1.14 0.11
H 3.75 -3.98 2.60 0.13
H 2.84 -6.11 2.11 0.13
H 4.61 -6.17 2.03 0.12
H 5.46 -7.23 0.41 0.08
H 4.66 -7.35 -1.16 0.09
H 4.08 -8.34 0.19 0.08
C -7.23 -6.33 -2.51 -0.13
O -7.67 -5.08 -2.04 -0.20
C -6.64 -4.25 -1.50 -0.18
C -6.59 -2.87 -2.10 -0.18
O -6.24 -2.80 -3.48 -0.11
C -7.14 -3.28 -4.46 -0.20
C -8.43 -2.50 -4.62 -0.20
O -9.29 -2.62 -3.51 -0.19
C -9.82 -1.40 -3.02 -0.12
H -7.25 -7.08 -1.70 0.08
H -7.91 -6.65 -3.29 0.08
H -6.22 -6.28 -2.92 0.09
H -5.66 -4.73 -1.59 0.12
H -6.85 -4.12 -0.43 0.13
H -5.79 -2.34 -1.58 0.07
H -7.50 -2.31 -1.90 0.11
H -7.34 -4.35 -4.34 0.11
H -6.60 -3.18 -5.41 0.13
H -8.96 -2.91 -5.50 0.12
H -8.19 -1.45 -4.83 0.12
H -9.11 -0.57 -3.14 0.09
H -10.02 -1.52 -1.96 0.09
H -10.75 -1.15 -3.53 0.08
C 3.42 7.79 -3.75 -0.12
O 2.05 7.49 -3.68 -0.19
C 1.29 7.84 -4.83 -0.20
C 0.47 6.69 -5.38 -0.19
O 1.20 5.59 -5.90 -0.12
C 1.91 4.74 -5.02 -0.18
C 1.08 3.91 -4.06 -0.20
O 0.42 4.70 -3.09 -0.20
C -0.95 4.39 -2.90 -0.10
H 3.62 8.81 -3.39 0.08
H 3.95 7.09 -3.09 0.09
H 3.81 7.67 -4.76 0.09
H 1.94 8.24 -5.62 0.12
H 0.59 8.63 -4.54 0.13
H -0.07 7.09 -6.24 0.13
H -0.28 6.36 -4.66 0.11
H 2.69 5.29 -4.48 0.11
H 2.43 4.04 -5.67 0.13
H 1.77 3.23 -3.54 0.13
H 0.37 3.31 -4.63 0.12
H -1.43 4.07 -3.83 0.09
H -1.44 5.30 -2.55 0.09
H -1.07 3.61 -2.14 0.08
```


[5]
Density functional theory data (ωB97M-V/def2-TZVPD) for a 3-piece molecular cluster, C31H65BrN3O3PS5 overall.

Properties
Gap between HOMO and LUMO (eV): 8.0
Multiplicity: 1
Charge: 0
E_HOMO (eV): -8.276

XYZ file:
```
109
Properties=species:S:1:pos:R:3:lowdin_charge:R:1
C 1.14 -4.29 -1.56 -0.11
C 2.00 -3.34 -2.39 -0.26
C 3.41 -3.11 -1.83 -0.22
C 3.49 -2.97 -0.31 -0.22
C 2.73 -1.76 0.23 -0.22
C 2.49 -1.83 1.74 -0.21
C 1.69 -0.63 2.26 -0.17
C 0.21 -0.81 1.95 -0.20
N -0.56 0.44 1.76 -0.22
C 0.02 1.29 0.70 -0.23
C -0.81 2.53 0.37 -0.20
C -0.10 3.36 -0.71 -0.21
C 1.08 4.19 -0.17 -0.20
C 1.44 5.41 -1.02 -0.22
C 2.46 5.14 -2.12 -0.23
C 2.06 4.07 -3.15 -0.27
C 2.74 4.28 -4.50 -0.11
C -1.90 0.07 1.45 -1.10
S -2.41 -0.53 0.02 0.74
S -2.93 0.24 2.87 0.94
C -4.56 0.55 2.17 -0.50
C -5.62 -0.53 2.50 -0.28
C -6.84 0.02 3.29 -0.31
P -8.32 0.15 2.22 0.81
C -8.48 -1.78 2.01 -0.42
C -8.73 -2.24 0.57 -0.53
S -10.26 -1.45 -0.01 0.97
C -10.52 -2.35 -1.47 -0.70
N -10.41 -3.61 -1.69 0.06
N -10.76 -3.80 -3.03 0.06
C -11.06 -2.64 -3.48 -0.20
O -10.93 -1.66 -2.57 0.03
C -8.42 2.09 2.23 -0.41
C -9.06 2.59 0.94 -0.82
C -8.06 3.23 -0.02 -0.15
Br -10.49 3.87 1.32 0.64
H 0.22 -4.55 -2.08 0.07
H 0.88 -3.84 -0.60 0.06
H 1.69 -5.22 -1.35 0.08
H 1.48 -2.38 -2.47 0.10
H 2.09 -3.75 -3.40 0.10
H 3.85 -2.22 -2.30 0.11
H 4.04 -3.95 -2.13 0.11
H 4.55 -2.86 -0.05 0.07
H 3.12 -3.87 0.18 0.11
H 3.30 -0.85 -0.01 0.12
H 1.77 -1.66 -0.30 0.09
H 1.94 -2.75 1.94 0.11
H 3.47 -1.87 2.22 0.11
H 1.84 -0.56 3.34 0.11
H 2.12 0.26 1.80 0.09
H 0.08 -1.48 1.09 0.09
H -0.24 -1.33 2.80 0.12
H 0.96 1.66 1.11 0.11
H 0.26 0.73 -0.21 0.12
H -0.92 3.14 1.28 0.12
H -1.79 2.26 -0.02 0.08
H -0.84 4.01 -1.18 0.11
H 0.26 2.66 -1.46 0.10
H 0.82 4.52 0.84 0.11
H 1.96 3.55 -0.14 0.11
H 1.86 6.18 -0.36 0.10
H 0.54 5.85 -1.46 0.11
H 2.62 6.08 -2.67 0.11
H 3.43 4.89 -1.67 0.11
H 2.32 3.08 -2.77 0.10
H 0.97 4.08 -3.26 0.10
H 2.17 4.96 -5.13 0.07
H 3.74 4.71 -4.37 0.07
H 2.84 3.34 -5.04 0.07
H -4.88 1.53 2.52 0.07
H -4.44 0.62 1.09 0.02
H -5.16 -1.32 3.08 0.09
H -5.95 -0.99 1.57 0.09
H -6.58 1.00 3.70 0.07
H -7.07 -0.64 4.12 0.09
H -9.59 0.15 2.86 0.04
H -8.08 0.24 0.81 0.03
H -9.33 -2.09 2.62 0.07
H -7.61 -2.31 2.40 0.07
H -7.89 -1.96 -0.07 0.08
H -8.86 -3.32 0.54 0.08
H -11.39 -2.40 -4.47 0.13
H -9.04 2.37 3.08 0.05
H -7.43 2.56 2.35 0.07
H -9.57 1.77 0.41 0.04
H -8.01 4.31 0.15 0.06
H -7.06 2.82 0.14 0.07
H -8.34 3.06 -1.06 0.08
C 7.31 -4.04 1.27 -0.27
S 7.36 -2.55 0.27 0.80
O 6.82 -2.91 -1.07 -0.55
C 9.14 -2.47 0.11 -0.29
H 6.26 -4.28 1.45 0.04
H 7.79 -4.85 0.73 0.06
H 7.81 -3.86 2.22 0.05
H 9.49 -3.39 -0.35 0.06
H 9.59 -2.32 1.09 0.05
H 9.38 -1.62 -0.52 0.03
C 13.62 0.91 0.58 -0.27
S 12.31 0.37 -0.53 0.82
O 11.34 -0.39 0.30 -0.56
C 13.29 -0.85 -1.41 -0.27
H 13.19 1.65 1.25 0.05
H 13.99 0.06 1.14 0.06
H 14.42 1.37 -0.01 0.05
H 13.69 -1.58 -0.70 0.06
H 14.10 -0.35 -1.94 0.05
H 12.64 -1.34 -2.13 0.05
```